(1)
Here is a molecular structure, C30H32N8O2RuS2Se in a non-equilibrium geometry from the Open Molecules 2025 dataset. Energies are from ωB97M-V/def2-TZVPD.

**HOMO (spin up / spin down)**: -9.50 / -10.59 eV
**Spin multiplicity**: 6
**Net charge**: +1
**Electronic energy**: -5043.32019 Eh
**Relative energy (zero: lowest compared OMol25 entry of this formula, charge and spin)**: 1.149 eV

```
76
Properties=species:S:1:pos:R:3:forces:R:3
Ru 0.283 0.979 -0.068 -0.441 0.902 1.906
C -0.875 5.120 5.155 -1.811 1.464 -1.050
C -0.696 4.833 3.619 1.620 0.992 1.072
N -0.650 3.400 3.485 -0.546 -2.073 -0.928
C -0.566 2.823 2.252 -0.311 0.771 1.419
S -0.634 1.096 2.069 0.148 -0.420 -0.006
N -0.505 3.644 1.199 0.130 -0.123 0.542
N -0.098 3.019 0.131 0.051 1.342 -3.154
C -0.414 3.762 -1.146 -1.049 -2.212 1.034
C 0.028 5.126 -1.285 1.231 1.712 1.203
C -1.194 2.972 -2.076 0.883 1.628 0.639
C -1.841 3.472 -3.193 0.228 0.754 -1.032
C -2.449 2.616 -4.070 -0.861 0.333 -0.535
C -2.491 1.261 -3.851 0.549 -0.410 -0.410
C -1.801 0.861 -2.735 -0.547 -2.115 0.871
N -1.232 1.663 -1.881 0.767 -0.426 1.489
H -0.076 4.806 5.765 1.020 -1.481 0.420
H -1.881 4.793 5.579 1.340 0.305 -0.664
H -0.745 6.188 5.376 -0.697 0.095 -0.510
H 0.315 5.210 3.263 -0.991 -0.207 0.636
H -1.387 5.310 2.891 -0.118 -0.478 0.912
H -0.793 2.788 4.326 0.183 0.957 -1.441
H -0.201 5.697 -2.202 0.366 -0.801 0.241
H 1.117 5.120 -0.986 -0.611 0.190 -0.924
H -0.328 5.777 -0.457 -0.352 -0.454 -0.200
H -1.786 4.493 -3.527 0.006 0.395 0.503
H -2.953 3.035 -4.921 -0.027 0.115 -0.349
H -2.876 0.548 -4.571 -0.183 0.141 0.249
H -1.746 -0.176 -2.378 -0.134 0.091 -0.715
C -5.236 -3.715 -2.113 0.148 2.252 -0.494
C -3.866 -3.264 -1.584 -2.929 -0.596 0.623
C -2.849 -4.149 -1.656 0.574 -0.351 -1.375
C -1.623 -3.833 -1.155 2.136 -0.746 0.383
C -1.453 -2.676 -0.419 -1.155 -0.008 0.274
C -2.534 -1.774 -0.282 1.081 -0.631 -0.283
C -3.745 -2.100 -0.866 1.160 0.647 -0.007
S 0.080 -2.373 0.373 -2.058 4.244 2.229
O -0.080 -1.921 1.749 -0.428 -1.433 -1.123
O 1.011 -3.337 0.007 2.011 -2.779 -0.708
N 0.523 -0.964 -0.307 0.507 0.138 -2.372
C 1.012 -0.883 -1.621 1.479 0.701 -0.210
C 1.277 -1.835 -2.612 1.130 2.224 -0.009
C 2.113 -1.446 -3.670 0.233 0.723 0.674
C 2.595 -0.111 -3.758 -1.209 -1.099 -0.529
C 2.094 0.806 -2.857 0.013 0.966 -0.578
N 1.392 0.431 -1.815 -1.132 -1.492 0.617
H -6.043 -3.011 -1.749 0.751 -1.156 -0.136
H -5.408 -4.756 -1.907 -0.305 -0.274 0.292
H -5.239 -3.580 -3.204 -0.034 -0.209 0.120
H -3.032 -4.978 -2.309 0.349 -0.773 0.058
H -0.731 -4.473 -1.324 -0.829 0.288 0.264
H -2.313 -0.831 0.183 -0.401 0.287 0.428
H -4.553 -1.418 -0.869 -0.718 0.652 0.297
H 1.021 -2.819 -2.459 -0.677 -2.029 0.122
H 2.435 -2.212 -4.376 -0.125 0.334 0.042
H 3.121 0.233 -4.631 0.346 -0.066 0.005
H 2.179 1.902 -2.997 0.369 -0.791 0.172
C 4.154 -1.447 -0.012 -1.395 0.887 -0.506
N 3.531 -1.288 1.282 -0.342 -0.296 1.756
C 2.967 -0.166 1.744 -0.721 0.884 -0.148
Se 2.922 1.547 0.928 -0.064 -0.549 0.082
N 2.305 -0.410 2.882 1.825 -3.301 -0.215
C 2.436 -1.811 3.246 0.430 2.555 -1.823
C 1.834 -2.570 4.208 0.477 -1.805 -0.716
C 2.063 -3.953 4.110 0.170 0.994 1.429
C 2.945 -4.435 3.176 -0.253 -1.162 -0.834
C 3.515 -3.693 2.174 -1.476 2.661 1.716
C 3.235 -2.328 2.223 0.198 -0.258 -0.447
H 5.206 -1.385 -0.013 1.310 -0.045 0.419
H 3.795 -0.616 -0.665 0.086 -0.768 0.416
H 3.828 -2.405 -0.363 -0.103 -0.452 -0.583
H 1.703 0.223 3.295 -1.255 1.506 0.821
H 1.160 -2.191 4.907 -0.883 0.713 1.026
H 1.675 -4.660 4.855 -0.099 0.527 -0.424
H 3.040 -5.495 3.106 0.322 -0.660 0.127
H 4.012 -4.068 1.377 1.643 -1.439 -2.089
```
Positions in Å, forces in eV/Å.

=====

(2)
Here is a molecular structure, C30H32N9NaS from the Open Molecules 2025 dataset. Energies are from ωB97M-V/def2-TZVPD.

**HOMO**: -6.88 eV
**Electronic energy**: -2215.70214 Eh
**Relative energy (zero: lowest compared OMol25 entry of this formula, charge and spin)**: 0.036 eV

```
73
Properties=species:S:1:pos:R:3:forces:R:3
Na -0.720 0.285 0.249 0.092 -0.294 0.168
N -0.251 -4.215 -0.780 0.083 0.060 0.015
C -0.312 -2.847 -0.878 -0.073 -0.159 -0.136
S -1.865 -2.135 -0.780 -0.024 0.081 0.043
N 0.879 -2.292 -1.047 -0.053 0.110 -0.028
N 0.856 -0.938 -1.046 0.133 -0.105 -0.086
C 1.924 -0.352 -1.457 0.072 -0.001 0.013
C 3.119 -1.073 -1.975 -0.037 -0.077 -0.097
C 4.343 -0.965 -1.329 0.032 0.012 0.014
C 5.461 -1.624 -1.821 0.031 -0.004 0.011
C 5.364 -2.388 -2.973 0.011 -0.026 -0.026
C 4.144 -2.496 -3.629 0.001 -0.002 -0.002
C 3.027 -1.847 -3.129 -0.006 0.009 0.048
C 1.946 1.130 -1.463 0.047 0.031 -0.030
C 2.862 1.817 -2.266 -0.042 0.024 0.026
C 2.837 3.199 -2.291 -0.019 -0.018 0.015
C 1.904 3.868 -1.515 -0.008 -0.018 0.016
C 1.038 3.107 -0.747 -0.021 0.102 0.000
N 1.049 1.781 -0.709 0.023 -0.113 -0.003
H -1.111 -4.709 -0.936 0.000 0.005 0.008
H 0.606 -4.639 -1.101 -0.012 -0.010 0.021
H 4.424 -0.363 -0.431 -0.015 0.010 0.009
H 6.407 -1.540 -1.303 0.008 -0.001 0.003
H 6.235 -2.901 -3.360 0.006 0.005 0.001
H 4.062 -3.093 -4.528 0.007 -0.008 -0.002
H 2.068 -1.946 -3.621 0.003 0.001 -0.008
H 3.570 1.265 -2.867 0.004 -0.010 -0.001
H 3.534 3.744 -2.915 0.004 0.009 0.002
H 1.844 4.947 -1.498 0.004 0.008 -0.009
H 0.292 3.589 -0.124 0.002 0.011 -0.002
C -3.529 0.515 -4.836 0.036 -0.022 -0.035
C -2.290 0.153 -4.330 0.029 0.026 0.054
C -1.946 0.499 -3.032 -0.154 -0.029 -0.120
C -2.847 1.228 -2.267 0.161 0.028 0.247
C -4.095 1.594 -2.761 -0.004 -0.095 -0.175
C -4.431 1.226 -4.051 -0.051 0.048 0.068
N -2.393 1.573 -0.958 -0.249 0.306 -0.154
N -3.025 2.496 -0.424 0.139 -0.124 0.026
C -2.512 2.911 0.850 -0.193 0.011 -0.187
C -3.182 3.987 1.416 0.132 -0.031 0.111
C -2.698 4.506 2.605 0.001 -0.030 -0.036
C -1.560 3.941 3.157 0.009 0.008 0.029
C -0.972 2.863 2.510 0.049 -0.025 0.017
N -1.441 2.332 1.385 -0.170 0.220 0.069
H -3.804 0.235 -5.845 0.001 -0.011 -0.001
H -1.596 -0.413 -4.936 -0.009 -0.006 -0.012
H -1.003 0.193 -2.599 0.028 0.010 0.029
H -4.784 2.145 -2.138 0.016 0.007 0.027
H -5.404 1.488 -4.448 0.004 0.003 -0.010
H -4.044 4.396 0.911 -0.020 -0.012 -0.018
H -3.189 5.343 3.082 0.002 0.006 0.004
H -1.127 4.319 4.072 -0.001 0.013 0.000
H -0.074 2.409 2.910 -0.007 -0.004 0.013
C 0.556 -2.142 2.365 0.008 0.016 -0.094
C 0.653 -3.008 3.645 0.012 -0.040 0.006
N -0.312 -2.550 4.647 0.015 -0.007 0.024
C -0.005 -1.164 4.986 0.012 0.013 0.043
C -0.070 -0.276 3.716 0.036 0.044 0.002
N -0.443 -1.075 2.543 -0.052 0.043 0.127
C -1.750 -1.700 2.817 -0.022 0.047 -0.050
C -1.656 -2.606 4.070 -0.027 -0.036 0.002
H 0.257 -2.743 1.508 0.003 0.018 0.010
H 1.512 -1.675 2.115 0.002 -0.008 0.005
H 1.650 -2.961 4.088 -0.009 0.006 0.001
H 0.442 -4.056 3.421 0.000 0.007 0.009
H 0.987 -1.131 5.442 -0.004 -0.011 -0.008
H -0.723 -0.827 5.737 0.004 -0.011 -0.002
H 0.895 0.199 3.514 -0.005 0.002 -0.006
H -0.816 0.511 3.840 -0.001 -0.006 -0.011
H -2.045 -2.258 1.929 0.006 -0.003 0.002
H -2.480 -0.897 2.959 0.008 -0.006 0.007
H -1.871 -3.646 3.816 0.002 0.007 0.006
H -2.370 -2.301 4.839 0.008 -0.005 -0.001
```
Positions in Å, forces in eV/Å.

=====

(3)
Here is a molecular structure, C30H33AuClOPSTe in a non-equilibrium geometry from the Open Molecules 2025 dataset. Energies are from ωB97M-V/def2-TZVPD.

**HOMO**: -13.72 eV
**Net charge**: +2
**Electronic energy**: -2841.09837 Eh

```
69
Properties=species:S:1:pos:R:3:forces:R:3
Au -0.316 0.303 -1.804 -0.145 -0.052 0.328
Cl 2.972 0.026 -1.855 0.027 0.043 0.031
C 3.321 1.731 -1.685 -0.107 0.057 0.121
C 4.592 2.166 -2.009 0.049 -0.055 -0.062
C 4.909 3.508 -1.856 0.043 0.011 0.011
C 3.963 4.404 -1.387 -0.087 0.071 0.010
C 2.687 3.961 -1.074 0.104 -0.021 0.005
C 2.347 2.615 -1.212 0.000 -0.152 -0.003
P 0.707 2.073 -0.671 -0.121 0.090 -0.314
C 0.874 1.592 1.062 0.023 -0.060 -0.019
C -0.201 0.949 1.680 0.049 0.020 -0.002
C -0.120 0.581 3.012 -0.005 -0.023 -0.016
C 1.044 0.837 3.730 -0.009 0.013 0.020
C 2.114 1.473 3.120 0.043 0.008 -0.048
C 2.033 1.854 1.785 -0.029 0.030 0.066
C -0.336 3.542 -0.759 -0.004 -0.025 0.120
C -0.774 3.955 -2.018 -0.007 0.017 0.033
C -1.512 5.121 -2.141 -0.005 -0.053 -0.020
C -1.825 5.865 -1.009 0.011 0.009 -0.032
C -1.400 5.448 0.243 -0.013 -0.047 0.066
C -0.659 4.280 0.375 0.061 0.066 -0.027
H 5.328 1.462 -2.372 -0.029 0.002 0.001
H 5.906 3.850 -2.101 -0.021 -0.018 -0.011
H 4.213 5.449 -1.262 0.000 -0.029 -0.021
H 1.950 4.664 -0.705 0.003 0.000 -0.033
H -1.103 0.758 1.109 -0.025 -0.006 0.033
H -0.959 0.100 3.498 0.010 0.007 -0.019
H 1.111 0.548 4.771 -0.006 0.009 -0.022
H 3.014 1.684 3.683 -0.022 -0.007 -0.014
H 2.865 2.368 1.319 0.006 -0.042 0.008
H -0.530 3.367 -2.897 -0.004 0.048 -0.013
H -1.846 5.447 -3.117 0.005 -0.005 0.024
H -2.405 6.773 -1.107 0.019 -0.004 0.002
H -1.641 6.034 1.121 -0.010 -0.031 -0.018
H -0.324 3.955 1.353 -0.006 0.032 -0.011
Te -1.645 -1.969 -1.911 1.399 0.183 -1.110
C -3.544 -1.371 -1.348 -0.144 -0.166 1.189
C -4.539 -1.756 -2.248 0.260 -0.197 0.008
C -5.838 -1.333 -2.015 -0.029 0.175 -0.003
C -6.135 -0.588 -0.881 0.036 -0.017 -0.028
C -5.143 -0.274 0.047 -0.076 -0.023 -0.025
C -3.839 -0.669 -0.177 0.001 0.126 -0.212
H -4.308 -2.351 -3.127 -0.057 -0.068 0.068
H -6.618 -1.604 -2.713 0.006 0.045 -0.018
H -7.150 -0.254 -0.714 -0.001 -0.068 0.036
H -5.394 0.275 0.945 -0.002 0.014 -0.030
H -3.064 -0.428 0.539 0.015 0.030 -0.025
C -2.131 -4.813 1.317 0.092 -0.069 -0.059
C -1.591 -5.206 -0.059 0.011 0.172 0.288
C -0.071 -5.116 -0.180 -0.255 0.027 -0.104
S 0.580 -3.530 0.369 -0.270 -0.280 0.235
O 0.091 -2.461 -0.687 -0.864 0.094 -0.229
C 2.314 -3.767 -0.081 0.190 0.134 0.003
C 3.158 -3.874 1.190 -0.127 0.148 0.187
C 3.244 -2.555 1.953 -0.010 -0.026 -0.108
H -3.193 -5.040 1.390 0.011 0.023 -0.013
H -2.004 -3.745 1.513 -0.015 -0.027 0.030
H -1.620 -5.361 2.111 -0.028 0.021 -0.009
H -2.049 -4.580 -0.827 -0.075 -0.092 -0.093
H -1.875 -6.233 -0.292 0.037 -0.012 -0.059
H 0.270 -5.252 -1.208 0.041 -0.088 0.031
H 0.416 -5.850 0.471 0.077 0.064 -0.022
H 2.575 -2.880 -0.661 -0.007 0.027 0.007
H 2.390 -4.649 -0.715 -0.060 0.029 -0.040
H 4.156 -4.201 0.895 -0.026 -0.053 -0.055
H 2.752 -4.657 1.838 0.069 -0.048 -0.038
H 3.687 -1.776 1.327 -0.008 -0.005 0.031
H 3.863 -2.667 2.843 -0.023 0.007 -0.016
H 2.258 -2.209 2.276 0.035 0.016 0.012
```
Positions in Å, forces in eV/Å.